A 2-piece molecular cluster, C7H14N2 overall in a non-equilibrium geometry. Source: the OMol25 dataset; level of theory: ωB97M-V/def2-TZVPD.

Structure (XYZ):
```
23
Properties=species:S:1:pos:R:3:nbo_charge:R:1
C 0.422 1.427 2.615 -0.64
C -0.170 1.980 1.366 0.12
C -1.033 3.093 1.267 -0.15
N -1.525 2.956 -0.035 -0.51
C -0.907 1.961 -0.659 0.18
N -0.142 1.297 0.156 -0.49
H -0.186 0.452 2.862 0.23
H 0.046 2.143 3.362 0.21
H 1.544 1.348 2.630 0.23
H -1.385 3.618 2.083 0.22
H -2.361 3.337 -0.364 0.41
H -1.128 1.961 -1.750 0.20
C 0.730 -3.664 -0.952 -0.63
C 0.356 -2.196 -0.683 -0.41
C 0.775 -1.192 -1.847 -0.59
H -0.086 -4.376 -0.874 0.21
H 1.635 -3.821 -0.394 0.21
H 0.841 -3.705 -2.052 0.20
H -0.696 -1.952 -0.603 0.20
H 0.592 -1.784 0.300 0.21
H 0.335 -0.270 -1.681 0.21
H 1.846 -0.999 -1.893 0.19
H 0.498 -1.616 -2.854 0.18
```

The HOMO energy comes out at -8.69 eV. The calculation puts the gap between HOMO and LUMO at 9.519 eV. For the energy above the lowest of the compared OMol25 structures with the same formula, charge and spin, the calculation gives 147.9 kJ/mol. The calculation puts the total energy at -384.575560 a.u. As for the SMILES: Cc1c[nH]cn1.CCC.